129
Properties=species:S:1:pos:R:3:forces:R:3 method="wB97M-V/def2-TZVPD" total_energy_ha=-4736.34414 total_charge=-2 multiplicity=2 s_squared=0.80 homo_lumo_gap_ev="4.31 / 5.41" e_homo_ha="-0.013 / -0.053"
Hg 0.143419 0.016109 0.243446 0.605 0.430 -0.116
C -2.797047 -0.183007 -2.016502 -0.006 0.177 -0.098
O -2.134794 0.571878 -1.007655 -0.158 -0.156 -0.066
C -2.917841 1.337586 -0.180562 -0.114 -0.024 0.033
C -4.108955 1.887657 -0.611296 -0.051 -0.008 0.036
C -4.906467 2.642754 0.248043 0.046 0.000 0.034
C -4.483856 2.839275 1.553185 0.036 0.000 -0.071
C -3.281752 2.302851 1.994316 0.062 0.049 -0.070
C -2.454709 1.541105 1.146969 -0.052 -0.080 -0.049
N -1.234342 1.059154 1.550608 0.195 -0.178 0.067
N -1.041793 1.103375 2.880863 -0.271 -0.054 0.222
C 0.191874 1.166394 3.427382 0.085 0.177 -0.105
C 1.385366 1.693713 2.794014 -0.115 -0.012 -0.058
O 1.471714 1.969394 1.546880 0.121 -0.191 0.103
C 2.505766 1.954694 3.649767 0.082 -0.200 0.013
C 2.557464 1.598882 4.967890 0.064 -0.011 0.022
C 1.440665 0.983819 5.588332 -0.075 -0.097 -0.046
C 1.481113 0.536829 6.927557 -0.046 0.057 0.012
C 0.389574 -0.039610 7.522761 -0.012 0.018 0.023
C -0.796839 -0.206728 6.779222 0.057 0.061 0.008
C -0.853412 0.190475 5.467199 -0.005 -0.029 0.011
C 0.254376 0.798407 4.827280 0.107 -0.019 -0.081
H -3.124580 0.459598 -2.840435 0.025 0.061 0.014
H -3.646467 -0.724666 -1.604301 -0.047 0.011 0.030
H -2.073147 -0.902046 -2.389093 -0.167 0.296 0.109
H -4.435360 1.724509 -1.630211 0.045 -0.020 -0.007
H -5.839073 3.061790 -0.109793 0.005 0.007 0.005
H -5.085926 3.430406 2.234766 0.000 -0.032 0.030
H -2.931546 2.461466 3.004005 -0.029 0.002 0.021
H 3.365039 2.416157 3.170396 -0.045 0.037 -0.024
H 3.455057 1.773449 5.555669 -0.017 0.021 -0.004
H 2.404879 0.662620 7.485474 -0.002 0.025 -0.004
H 0.435662 -0.363625 8.556518 0.011 -0.025 -0.003
H -1.664835 -0.655270 7.248937 -0.005 -0.041 -0.038
H -1.747352 0.035250 4.877606 -0.006 0.020 0.009
C 3.789781 0.514060 -0.335141 -0.112 -0.013 0.346
Si 2.136692 0.103285 -1.193427 0.189 -0.096 -0.262
C 2.553003 -1.458908 -2.221276 -0.029 0.122 0.066
C 3.888390 -1.652564 -2.617449 0.082 -0.055 -0.027
C 4.294629 -2.749144 -3.358230 -0.053 0.035 0.027
C 3.358993 -3.713548 -3.718328 -0.075 0.029 0.068
C 2.048077 -3.563390 -3.306393 0.046 0.018 -0.045
C 1.628337 -2.450384 -2.564698 -0.182 -0.207 -0.118
P -0.128411 -2.441015 -1.912652 0.787 -0.221 -0.260
C -1.041292 -2.775318 -3.476371 0.011 0.112 -0.124
C -0.521176 -2.335893 -4.700815 -0.044 -0.082 0.078
C -1.264615 -2.421432 -5.869353 -0.035 -0.004 0.001
C -2.561001 -2.917340 -5.839449 0.060 0.017 -0.003
C -3.115376 -3.284988 -4.622553 -0.028 -0.052 0.029
C -2.372723 -3.205011 -3.452043 0.010 -0.049 0.039
C 0.050669 -4.059480 -1.053220 -0.121 0.026 0.074
C 1.091970 -4.139287 -0.123399 -0.056 0.046 0.019
C 1.259651 -5.267857 0.661294 -0.043 -0.034 -0.008
C 0.376790 -6.335483 0.540611 0.032 0.035 -0.014
C -0.659288 -6.263043 -0.375503 -0.027 -0.015 -0.017
C -0.820418 -5.135151 -1.169878 0.015 0.004 -0.040
C 2.148997 1.565107 -2.461897 -0.292 0.012 0.222
C 3.051760 1.534092 -3.536002 -0.024 -0.035 -0.011
C 3.272688 2.632809 -4.347164 -0.047 0.063 0.062
C 2.573954 3.814618 -4.115627 0.036 -0.044 0.006
C 1.649492 3.859561 -3.089918 0.024 -0.022 -0.004
C 1.429382 2.753063 -2.258990 -0.091 0.076 -0.065
P 0.084763 2.816595 -0.990425 -0.025 0.422 -0.194
C 0.545580 4.245713 0.054019 -0.012 -0.020 0.019
C 1.790234 4.869397 0.023657 -0.114 0.042 -0.024
C 2.099321 5.870426 0.935626 0.010 -0.023 0.024
C 1.178463 6.248589 1.901399 0.020 0.002 -0.017
C -0.047050 5.599132 1.970827 -0.007 -0.023 -0.025
C -0.355566 4.598436 1.062940 0.006 -0.076 0.001
C -1.251557 3.492823 -2.074795 0.094 0.012 -0.096
C -2.122035 4.520002 -1.721105 0.037 0.023 -0.017
C -3.174624 4.880374 -2.554808 0.026 0.002 0.010
C -3.373295 4.226511 -3.760259 0.010 0.003 0.002
C -2.520770 3.188718 -4.120213 -0.021 0.007 0.048
C -1.483493 2.819435 -3.280261 -0.017 -0.007 0.088
H 4.476612 1.007473 -1.026781 0.002 -0.035 -0.033
H 3.580024 1.215926 0.481890 0.005 -0.019 -0.074
H 4.293107 -0.371576 0.068858 -0.048 0.020 -0.008
H 4.637319 -0.927425 -2.319388 -0.006 0.013 -0.021
H 5.334738 -2.861730 -3.644657 -0.009 0.020 0.015
H 3.656460 -4.587337 -4.287242 -0.014 0.018 -0.002
H 1.320851 -4.327786 -3.555049 0.007 -0.034 0.012
H 0.471521 -1.907168 -4.736781 0.047 -0.073 -0.040
H -0.830377 -2.092531 -6.806571 0.009 0.016 0.018
H -3.137973 -2.995561 -6.753450 -0.015 0.031 0.014
H -4.145029 -3.619020 -4.570686 0.022 -0.017 0.020
H -2.858807 -3.428943 -2.510690 -0.010 -0.030 0.006
H 1.761196 -3.294691 0.004253 0.002 -0.054 0.016
H 2.067636 -5.305651 1.383033 -0.025 0.045 0.004
H 0.484652 -7.208534 1.173417 0.012 0.003 -0.007
H -1.373602 -7.073830 -0.453437 0.012 0.006 -0.016
H -1.646052 -5.095707 -1.868017 -0.011 -0.007 0.042
H 3.591306 0.620214 -3.747173 0.069 -0.047 0.016
H 3.997629 2.578316 -5.151480 -0.032 -0.037 -0.035
H 2.747356 4.686235 -4.736710 -0.027 -0.009 0.000
H 1.079499 4.766552 -2.921784 -0.019 -0.009 0.007
H 2.532076 4.553221 -0.697750 0.009 0.044 -0.024
H 3.074481 6.343384 0.904757 -0.003 -0.009 -0.015
H 1.427171 7.025032 2.615120 -0.003 -0.010 0.016
H -0.753290 5.849186 2.753181 -0.010 -0.008 -0.006
H -1.286093 4.045908 1.165557 0.036 0.047 0.011
H -1.985938 5.043894 -0.784272 -0.018 0.007 -0.012
H -3.850802 5.671229 -2.251546 0.028 0.011 0.013
H -4.189693 4.515945 -4.411096 -0.013 -0.019 0.002
H -2.673205 2.659188 -5.053053 0.005 -0.030 -0.002
H -0.846131 1.984256 -3.551056 0.012 0.027 -0.047
F -5.436556 -2.735727 1.925983 0.023 0.055 0.047
C -4.391790 -2.075721 1.382001 -0.186 -0.042 -0.054
F -3.651897 -1.598412 2.385189 0.041 -0.004 -0.108
F -4.898953 -1.038348 0.698019 0.130 -0.038 0.072
S -3.456282 -3.223754 0.280831 -0.041 0.038 -0.025
O -3.096839 -4.300150 1.173051 0.094 0.013 0.028
O -4.447377 -3.555797 -0.728178 0.113 0.009 -0.077
O -2.348956 -2.414940 -0.217709 -0.349 -0.229 0.361
C 4.522588 -1.789182 3.664571 -0.127 0.121 -0.020
C 3.090914 -1.968667 3.283972 0.060 -0.107 0.020
C 2.102341 -2.785736 3.781017 -0.089 0.007 -0.025
C 0.941941 -2.475682 3.027797 0.000 -0.201 0.147
N 1.220727 -1.552214 2.130074 -0.249 -0.045 -0.027
N 2.522735 -1.266510 2.284726 0.067 0.056 0.017
C -0.431311 -3.044773 3.166865 0.019 0.129 -0.148
H 4.810688 -2.545408 4.392539 0.016 0.007 0.003
H 4.671611 -0.801013 4.107449 0.028 -0.026 0.008
H 5.173443 -1.875705 2.791855 0.023 -0.005 0.032
H 2.180791 -3.500605 4.585436 0.047 0.055 -0.019
H 2.904918 -0.483546 1.778280 -0.003 0.084 0.030
H -0.925453 -2.617468 4.042599 -0.013 -0.012 -0.021
H -1.032494 -2.818327 2.283583 0.043 -0.026 0.077
H -0.392230 -4.128921 3.280662 -0.025 0.001 -0.008